# 1
A structure of composition C15H31IP2Zr in a non-equilibrium geometry, computed with ωB97M-V with the def2-TZVPD basis set.

Calculated values
ΔE to the lowest compared entry with this formula, charge and spin ... 4.1128 eV
HOMO-LUMO gap (alpha / beta) ... 2.6 / 2.5 eV
Spin multiplicity ... 1
Charge ... +2

XYZ file:
```
50
Properties=species:S:1:pos:R:3:forces:R:3
P 0.18301 -1.43118 -2.42597 0.0920 -1.0785 -1.1455
P -0.00229 1.75572 -2.31387 -0.1608 1.0702 -0.9634
C -0.21389 -0.51238 -4.00007 -0.2130 0.3398 0.2494
C 0.26951 0.94322 -3.97097 0.2050 -0.2809 0.1926
H -1.30409 -0.53648 -4.12177 0.1328 -0.0401 0.0663
H 0.22031 -1.05108 -4.85367 -0.1294 0.0343 0.2312
H 1.34701 0.97792 -4.17457 -0.1277 0.0343 0.0731
H -0.22799 1.53562 -4.75127 0.1561 -0.0728 0.1969
C -1.60559 2.62472 -2.66277 0.0086 -0.2035 0.3152
H -1.82649 3.31622 -1.84327 0.0047 -0.0530 -0.1272
H -2.42099 1.89662 -2.71147 0.0636 0.0914 -0.0381
H -1.57239 3.18792 -3.60387 0.0886 -0.1434 0.1982
C 1.15051 3.19582 -2.51997 0.0018 -0.2016 0.2889
H 0.97941 3.73062 -3.46247 -0.0334 -0.1651 0.1666
H 2.18561 2.84042 -2.49617 -0.1172 0.0695 -0.0325
H 1.01571 3.89362 -1.68727 0.0088 -0.0401 -0.1437
C -0.97969 -2.86198 -2.64067 0.0000 0.1836 0.3629
H -0.78149 -3.61268 -1.86887 -0.0160 0.0483 -0.1428
H -0.87909 -3.33188 -3.62687 0.0533 0.1657 0.1665
H -2.01059 -2.51578 -2.51567 0.1074 -0.0670 -0.0550
C 1.75701 -2.26438 -2.95117 0.0445 0.2032 0.4016
H 2.56511 -1.52918 -3.01227 -0.0712 -0.0943 -0.0323
H 1.65391 -2.76408 -3.92267 -0.1033 0.1422 0.2131
H 2.04011 -3.00738 -2.19857 -0.0103 0.0705 -0.1263
Zr -0.01219 -0.03778 4.19653 0.3636 0.5363 9.3575
C 0.65211 1.49182 2.72003 -1.2677 3.2165 -3.8560
C -0.73529 1.42602 2.64233 1.3869 2.5173 -3.2957
C -1.51319 0.70822 1.55153 0.1009 -0.2077 -0.1280
C -1.89039 -0.74618 1.92523 -0.1985 0.4093 0.3606
C -0.82329 -1.48068 2.70613 0.6470 -2.0342 -2.9162
C 0.54941 -1.40578 2.49393 -0.9717 -1.4836 -2.3929
C 1.21571 -0.62258 1.37483 -0.1297 0.0870 -0.0501
C 1.63321 0.80812 1.79383 0.2346 -0.5269 0.3166
C 0.07141 -1.50478 5.66513 0.4893 -1.4025 0.4334
H 1.07931 2.28002 3.33693 -0.1324 -0.2165 0.3963
H -1.29669 2.14902 3.22943 0.0106 -0.0332 0.6441
H -0.94249 0.72582 0.61903 0.0501 0.0774 0.0906
H -2.43579 1.26492 1.35703 0.1383 -0.0153 0.1944
H -2.79269 -0.72748 2.54593 -0.0200 -0.0785 -0.1544
H -2.15139 -1.30798 1.01533 0.1330 -0.0120 0.2112
H -1.18859 -2.30548 3.31523 0.1082 0.0848 0.4018
H 1.16511 -2.15998 2.97843 0.0300 -0.0065 0.4347
H 0.55371 -0.58668 0.50523 0.0049 -0.0874 -0.0059
H 2.11211 -1.16428 1.05553 -0.1034 0.0163 0.1737
H 2.59321 0.75542 2.31853 -0.0182 0.0906 -0.1397
H 1.80311 1.42362 0.89713 -0.1576 0.0255 0.2458
H 0.78641 -1.24008 6.45073 -0.0784 -0.1434 0.0459
H 0.34661 -2.48168 5.24703 -0.0937 -0.1586 0.3048
H -0.91939 -1.59298 6.12933 -0.1846 -0.0233 0.1356
I 0.59741 1.85152 6.26563 -0.3265 -0.6439 -1.1240
```
Positions in Å, forces in eV/Å.

---

# 2
The ion C8H12N with charge +1 in a non-equilibrium geometry, computed with ωB97M-V with the def2-TZVPD basis set.

Calculated values
ΔE to the lowest compared entry with this formula, charge and spin ... 1.7121 eV
HOMO-LUMO gap ... 10.9 eV
Spin multiplicity ... 1
SMILES ... C=C1C=C(C)[N+]12CCC2
Charge ... +1

XYZ file:
```
21
Properties=species:S:1:pos:R:3:forces:R:3
C 2.34046 -1.39047 0.13753 1.9703 -1.6617 -0.8393
C 1.60333 -0.36713 -0.16442 -0.2050 3.9626 0.7330
C 1.64680 1.26620 -0.25593 -0.9566 -5.5705 0.4109
C 0.33963 1.28619 -0.09645 1.1222 -0.7015 -0.5848
C -0.57810 2.36851 0.15236 -2.1972 0.9101 -1.5165
N 0.12938 -0.20718 -0.06194 -1.7009 1.8465 -1.0075
C -0.78470 -0.78565 -1.11730 -0.8066 -0.1264 -0.5836
C -1.79779 -1.32593 -0.04055 1.3619 -1.2762 -1.7059
C -0.87352 -0.71858 0.93935 2.8753 -2.2761 3.1047
H 1.98978 -2.43030 0.25017 -0.1582 0.7632 0.1970
H 3.45941 -1.32091 0.03836 -1.3308 0.1656 0.3025
H 2.41773 1.91549 -0.09902 1.8322 1.7253 -0.2393
H -0.36307 2.68714 1.12730 0.3341 1.1211 1.3917
H -1.62848 2.03943 0.23013 0.2631 0.0887 -0.3963
H -0.52765 3.23778 -0.60372 0.1097 -1.4953 1.2298
H -0.10329 -1.41061 -1.65881 -0.4738 -1.0165 -0.5664
H -1.28629 -0.09618 -1.80350 0.6890 0.3767 0.2372
H -2.79612 -0.90984 -0.12252 -0.0044 -0.3477 0.0329
H -1.68625 -2.43398 0.01770 -0.9944 0.8791 -0.0826
H -1.13087 0.12897 1.50414 -0.8328 0.7488 1.0148
H -0.37037 -1.53296 1.62712 -0.8970 1.8841 -1.1324
```
Positions in Å, forces in eV/Å.

---

# 3
An isolated molecule of C4H6N2O in a non-equilibrium geometry, computed with ωB97M-V with the def2-TZVPD basis set.

Calculated values
ΔE to the lowest compared entry with this formula, charge and spin ... 2.6970 eV
HOMO-LUMO gap ... 11.6 eV
Spin multiplicity ... 1
SMILES ... [H]/N=C(/CC)OC#N

XYZ file:
```
13
Properties=species:S:1:pos:R:3:forces:R:3
H -1.48539 -1.40596 -1.14415 1.3363 0.3774 1.3827
N -0.53325 -1.15397 -0.73235 -1.3770 1.8343 1.2570
C -0.46837 -0.21441 0.16550 -0.8617 -2.0604 -4.2606
C 0.74621 0.52066 0.46811 0.2376 -0.5447 3.0836
C 1.91118 -0.05898 -0.22904 0.0545 0.1343 -1.5187
O -1.54585 0.45164 0.74191 1.6881 -0.3484 0.8173
C -2.66097 0.23984 0.19868 -3.2044 1.1799 -0.3057
N -3.75987 0.42113 -0.11461 0.3308 -0.8644 -0.3129
H 0.78828 0.34828 1.59850 0.5235 0.7198 -1.0757
H 0.57991 1.55707 0.29033 -0.2773 0.8899 0.0390
H 2.02663 0.34149 -1.27538 -0.0807 -0.4301 1.0873
H 2.81803 0.02522 0.31913 0.7662 0.1883 0.3249
H 1.58345 -1.07202 -0.28663 0.8641 -1.0758 -0.5183
```
Positions in Å, forces in eV/Å.

---

> Which value of spin multiplicity does entry 1 give?

1

---

> What is the formula in the third record?

C4H6N2O

---

> What is the formula in the third record?

C4H6N2O

---

> What is the formula in the second record?

C8H12N